ORCA calculation (ωB97M-V/def2-TZVPD) on a structure of composition C20H21N3O4S.

- highest occupied orbital energy (eV) = -8.5385
- relative energy (zero: lowest compared OMol25 entry of this formula, charge and spin) (kJ/mol) = 1942.0
- electronic energy (eV) = -44558.58909
- strongest force on any atom (eV/A) = 17.2

```
49
C20H21N3O4S (ωB97M-V/def2-TZVPD)
C 5.8028 0.3682 1.9261
C 4.3599 0.2613 2.2497
C 3.9587 -0.2397 3.5591
C 2.7925 -0.2291 4.0215
C 1.9691 0.1324 3.0879
C 2.1661 0.7164 1.9838
C 3.4989 0.8526 1.6182
H 3.6707 0.8815 0.5323
H 1.3343 0.8735 1.3246
S 0.1077 0.1020 3.7298
O -0.8749 0.8616 3.1064
O 0.0592 0.1210 5.3066
C -0.1893 -1.6987 3.3207
C -1.4701 -1.7269 2.3546
O -2.4517 -2.2283 2.4550
N -0.8365 -1.1799 1.2417
C -1.3666 -0.8623 -0.1389
C -2.6560 -1.0734 -0.5875
N -2.8384 -0.6080 -1.9124
N -1.5052 0.0571 -2.0151
C -0.5828 -0.3260 -0.9850
O 0.4483 0.2118 -0.6658
C -1.3151 0.9341 -3.0245
C -0.0116 1.1327 -3.5458
C 0.2438 1.6658 -4.6522
C -0.7532 2.8131 -5.1226
C -1.8041 2.8305 -4.5521
C -2.3474 1.7254 -3.4605
H -3.1409 1.8941 -2.9102
H -2.7369 3.5206 -4.7945
H -0.5795 3.4640 -5.8042
H 1.3610 1.9088 -5.1153
H 0.7746 0.3390 -3.3477
C -3.3453 -1.0249 -2.9972
H -3.2067 -0.4251 -3.8399
H -4.7264 -1.0643 -2.6715
H -3.1488 -2.2470 -3.2466
C -3.9993 -1.6620 -0.0676
H -4.0923 -2.7942 -0.7203
H -3.8438 -2.1634 1.0601
H -4.8060 -1.0709 -0.2953
H 0.0185 -0.7543 1.3853
H -0.7182 -2.0431 4.4394
H 0.6919 -2.1125 3.1907
H 2.5366 -0.6547 5.1753
H 4.8669 -0.4796 4.1741
H 6.4541 -0.4462 2.2666
H 5.9697 0.3621 0.6999
H 6.2615 1.0850 2.2635
```

Atom charges from the Löwdin analysis, given in e for atoms 1 to 4: -0.015, -0.283, -0.040, -0.126